{"formula": "C17H24BrCl3N3O4SbSe4Tc", "method": "wB97M-V/def2-TZVPD", "species": ["Tc", "O", "C", "C", "C", "N", "C", "Br", "C", "H", "H", "H", "H", "Se", "Sb", "Se", "Se", "Se", "O", "C", "C", "C", "C", "C", "C", "N", "H", "H", "H", "H", "H", "H", "H", "H", "H", "H", "H", "Cl", "C", "Cl", "Cl", "C", "O", "O", "C", "C", "C", "C", "N", "H", "H", "H", "H", "H", "H", "H", "H", "H"], "positions_angstrom": [[-0.057, 0.151, -0.590], [0.032, 6.566, 0.492], [0.132, 5.277, 0.067], [1.046, 4.379, 0.611], [1.043, 3.085, 0.145], [0.217, 2.647, -0.812], [-0.577, 3.544, -1.372], [-1.537, 3.022, -2.921], [-0.696, 4.860, -0.961], [0.711, 6.721, 1.156], [1.750, 4.676, 1.380], [1.712, 2.341, 0.557], [-1.389, 5.536, -1.436], [-4.100, -3.320, 0.989], [-2.588, -2.570, -0.772], [-2.474, 0.224, -0.659], [-0.206, -2.176, 0.134], [-2.328, -4.429, -2.369], [-0.243, 0.894, 1.610], [-0.749, 1.023, 2.705], [-2.065, 1.712, 2.934], [-3.158, 0.619, 3.072], [-2.824, -0.631, 3.904], [-1.696, -1.489, 3.315], [-0.294, -1.066, 3.752], [-0.219, 0.411, 3.828], [-2.299, 2.361, 2.091], [-2.002, 2.314, 3.848], [-3.400, 0.278, 2.063], [-4.051, 1.100, 3.481], [-3.729, -1.242, 3.908], [-2.623, -0.366, 4.954], [-1.750, -1.428, 2.226], [-1.854, -2.545, 3.539], [0.450, -1.429, 3.042], [-0.038, -1.438, 4.747], [-0.720, 0.722, 4.648], [4.714, 1.984, 0.689], [4.282, 0.240, 0.739], [3.806, -0.167, 2.392], [5.715, -0.700, 0.300], [3.102, 0.044, -0.319], [3.446, -0.171, -1.467], [1.985, 0.223, 0.224], [1.253, 0.113, -4.452], [0.393, -0.752, -3.522], [-1.043, -0.906, -4.066], [1.063, -2.117, -3.342], [0.308, -0.056, -2.250], [1.346, -0.368, -5.430], [2.245, 0.242, -4.016], [0.794, 1.096, -4.584], [-1.093, -0.600, -5.115], [-1.733, -0.281, -3.496], [-1.384, -1.940, -3.986], [1.226, -2.581, -4.319], [0.441, -2.779, -2.745], [2.023, -1.988, -2.837]], "forces_ev_per_a": [[0.957, -0.334, -0.610], [0.003, 0.099, -0.015], [0.075, -0.146, 0.001], [-0.041, 0.305, -0.013], [-0.101, -0.225, 0.036], [-0.065, 0.154, -0.069], [0.169, -0.295, -0.110], [-0.017, -0.010, 0.128], [0.013, 0.111, 0.079], [-0.003, 0.000, 0.046], [-0.031, 0.020, 0.029], [-0.041, -0.014, 0.027], [0.014, 0.022, -0.005], [-0.124, 0.225, -0.057], [0.549, 0.159, 1.037], [-0.635, -1.058, -0.669], [-0.064, -0.230, -0.222], [-0.225, 0.679, -0.159], [0.114, -0.115, 0.079], [-0.096, 0.138, -0.003], [-0.069, -0.029, 0.040], [0.004, 0.030, -0.006], [-0.043, 0.040, 0.033], [0.038, 0.012, 0.064], [0.038, -0.067, -0.054], [0.081, 0.121, 0.114], [0.025, 0.002, -0.001], [-0.015, -0.005, 0.021], [-0.012, -0.011, 0.011], [-0.015, -0.016, -0.024], [-0.008, 0.020, -0.007], [0.000, -0.010, 0.007], [-0.013, -0.050, 0.000], [0.001, -0.001, 0.020], [-0.012, 0.023, -0.024], [0.003, -0.016, -0.013], [-0.077, -0.037, -0.012], [0.012, 0.066, 0.006], [-0.048, -0.006, -0.043], [-0.014, -0.020, 0.010], [0.024, -0.023, -0.013], [0.087, -0.015, -0.217], [-0.046, -0.005, 0.228], [-0.188, 0.015, 0.028], [-0.062, 0.056, 0.078], [0.082, -0.310, 0.298], [0.066, 0.064, -0.058], [0.081, 0.073, 0.021], [-0.304, 0.639, -0.016], [0.006, -0.013, -0.014], [-0.005, 0.015, 0.002], [0.004, 0.009, 0.011], [0.018, -0.039, -0.021], [-0.014, 0.031, -0.009], [-0.015, 0.026, 0.050], [-0.005, -0.018, -0.052], [-0.059, -0.035, 0.051], [0.003, 0.000, -0.040]], "e_above_lowest_ev": 0.7276, "total_energy_ev": -408414.8579, "total_charge": -2, "spin_multiplicity": 2, "mol_weight_g_mol": 1056.3, "homo_ev": [-0.739, -1.373], "lumo_ha": [0.1276, 0.1275], "gap_ev": [4.2, 4.8]}

***

{"formula": "C44H78O16", "method": "wB97M-V/def2-TZVPD", "species": ["O", "C", "C", "C", "C", "O", "H", "H", "H", "H", "H", "H", "O", "C", "C", "C", "C", "O", "H", "H", "H", "H", "H", "H", "O", "C", "C", "C", "C", "O", "H", "H", "H", "H", "H", "H", "O", "C", "C", "C", "C", "O", "H", "H", "H", "H", "H", "H", "O", "C", "C", "C", "C", "O", "H", "H", "H", "H", "H", "H", "C", "C", "C", "O", "C", "H", "H", "H", "H", "H", "H", "H", "H", "C", "C", "C", "O", "C", "H", "H", "H", "H", "H", "H", "H", "H", "C", "C", "C", "O", "C", "H", "H", "H", "H", "H", "H", "H", "H", "C", "C", "C", "O", "C", "H", "H", "H", "H", "H", "H", "H", "H", "C", "C", "C", "O", "C", "H", "H", "H", "H", "H", "H", "H", "H", "C", "C", "C", "O", "C", "H", "H", "H", "H", "H", "H", "H", "H"], "positions_angstrom": [[-24.167, -23.330, -29.219], [-23.489, -24.159, -28.599], [-22.823, -25.368, -29.124], [-22.553, -26.204, -27.832], [-22.616, -25.180, -26.650], [-23.306, -24.080, -27.254], [-23.372, -25.841, -29.938], [-21.870, -25.111, -29.587], [-23.213, -27.072, -27.813], [-21.618, -26.750, -27.955], [-23.098, -25.545, -25.742], [-21.593, -24.872, -26.437], [-18.049, -24.813, -29.504], [-17.248, -24.045, -28.956], [-17.413, -22.976, -27.851], [-15.868, -22.682, -27.557], [-15.050, -23.248, -28.764], [-15.999, -24.133, -29.350], [-18.002, -22.146, -28.241], [-18.015, -23.254, -26.986], [-15.627, -21.683, -27.195], [-15.555, -23.329, -26.737], [-14.909, -22.330, -29.334], [-14.190, -23.653, -28.230], [-20.521, -31.166, -29.891], [-19.755, -30.214, -29.803], [-18.291, -30.261, -29.544], [-17.829, -28.913, -30.062], [-19.104, -27.999, -29.992], [-20.165, -28.967, -30.092], [-17.992, -30.316, -28.498], [-17.766, -31.101, -29.998], [-17.017, -28.396, -29.551], [-17.390, -28.993, -31.057], [-19.173, -27.435, -29.063], [-19.273, -27.271, -30.785], [-25.673, -27.248, -29.799], [-25.072, -28.335, -29.785], [-25.667, -29.645, -29.253], [-24.751, -30.616, -29.886], [-23.465, -29.785, -29.934], [-23.785, -28.402, -30.130], [-25.599, -29.726, -28.168], [-26.638, -29.850, -29.706], [-24.646, -31.612, -29.457], [-25.214, -30.913, -30.827], [-22.782, -29.964, -29.103], [-22.841, -30.156, -30.746], [-11.129, -26.161, -30.954], [-12.123, -26.689, -31.258], [-13.426, -26.553, -30.644], [-14.336, -27.619, -31.320], [-13.490, -28.291, -32.307], [-12.214, -27.590, -32.367], [-13.420, -26.693, -29.563], [-13.846, -25.552, -30.741], [-14.732, -28.367, -30.632], [-15.137, -27.141, -31.885], [-13.102, -29.223, -31.897], [-14.034, -28.409, -33.245], [-21.211, -23.885, -32.699], [-19.686, -23.909, -32.657], [-19.316, -25.227, -33.187], [-20.496, -25.662, -33.907], [-21.434, -24.599, -34.009], [-21.623, -22.877, -32.762], [-21.713, -24.416, -31.890], [-19.322, -23.730, -31.645], [-19.209, -23.160, -33.289], [-19.015, -25.803, -32.312], [-18.584, -25.275, -33.994], [-22.393, -25.087, -34.180], [-21.232, -23.868, -34.792], [-18.680, -36.836, -29.235], [-19.874, -36.014, -28.845], [-19.625, -34.741, -29.669], [-18.200, -34.578, -29.494], [-17.497, -35.858, -29.397], [-18.843, -37.230, -30.238], [-18.464, -37.721, -28.637], [-19.945, -35.856, -27.769], [-20.729, -36.550, -29.257], [-20.209, -33.894, -29.307], [-19.885, -34.804, -30.725], [-16.793, -35.913, -28.567], [-16.906, -36.012, -30.300], [-20.883, -28.775, -25.497], [-20.315, -30.209, -25.794], [-18.941, -30.131, -25.149], [-18.697, -28.734, -24.874], [-19.616, -27.926, -25.611], [-21.207, -28.681, -24.460], [-21.569, -28.429, -26.270], [-20.285, -30.306, -26.879], [-20.905, -31.026, -25.377], [-18.262, -30.571, -25.880], [-18.928, -30.737, -24.244], [-19.308, -27.734, -26.639], [-19.560, -26.989, -25.056], [-15.612, -27.283, -24.836], [-15.369, -28.257, -25.997], [-14.888, -27.392, -27.173], [-15.454, -26.179, -26.808], [-15.651, -25.838, -25.379], [-14.753, -27.367, -24.170], [-16.396, -27.553, -24.129], [-16.331, -28.760, -26.098], [-14.640, -29.065, -25.933], [-15.435, -27.782, -28.032], [-13.810, -27.515, -27.280], [-16.603, -25.401, -25.079], [-14.825, -25.259, -24.966], [-22.255, -33.333, -31.714], [-22.932, -34.704, -31.898], [-24.417, -34.314, -31.991], [-24.213, -33.266, -32.934], [-23.044, -32.475, -32.730], [-21.236, -33.483, -32.073], [-22.230, -32.968, -30.688], [-22.802, -35.369, -31.044], [-22.631, -35.173, -32.835], [-24.825, -33.895, -31.071], [-25.065, -35.156, -32.237], [-23.188, -31.532, -32.203], [-22.410, -32.253, -33.589], [-16.865, -34.328, -34.384], [-17.856, -33.665, -33.400], [-16.853, -33.020, -32.348], [-15.575, -33.526, -32.685], [-15.740, -34.696, -33.410], [-16.336, -33.617, -35.020], [-17.277, -35.093, -35.041], [-18.519, -34.397, -32.939], [-18.515, -32.961, -33.908], [-17.044, -33.447, -31.364], [-16.837, -31.941, -32.195], [-15.862, -35.581, -32.785], [-14.871, -34.998, -33.995]], "forces_ev_per_a": [[1.963, -1.929, 1.808], [-2.041, 2.038, -1.238], [0.802, -0.855, 0.459], [0.107, -0.868, -0.975], [0.518, -0.825, -2.280], [-0.561, 0.773, 0.676], [-0.347, -0.108, 0.476], [0.164, 0.389, 0.131], [-0.778, 0.448, 0.489], [0.523, 0.508, 0.351], [-0.256, 0.256, -0.238], [-0.046, 0.184, 0.286], [0.846, 1.890, 1.549], [-2.348, -1.708, -0.333], [1.553, 0.048, -0.635], [-1.229, -0.839, 1.141], [-2.431, 2.495, 2.295], [2.456, -0.381, -1.001], [0.413, 0.249, -0.420], [0.390, -0.664, -0.052], [-0.091, 0.147, -0.588], [-0.469, -0.037, 0.313], [0.723, -0.775, -0.980], [0.166, -0.691, -1.345], [0.967, 1.338, 0.456], [-1.551, -1.701, -0.717], [1.450, 0.670, 0.451], [0.426, 1.814, -0.598], [0.616, -0.872, -0.359], [-0.441, -0.078, 0.457], [-0.685, -0.179, 0.341], [-0.481, -0.070, -0.222], [-0.064, -0.361, 0.623], [-0.619, -0.016, -0.404], [-0.012, -0.257, 0.216], [0.359, -0.286, -0.128], [1.431, -2.660, -0.188], [-3.008, 4.285, 1.194], [-0.156, -0.005, -0.657], [0.732, -0.840, -0.378], [1.899, -2.252, -1.512], [-0.607, -1.634, 0.364], [-0.445, 0.512, 0.019], [-0.381, 0.746, 0.872], [0.343, 0.293, 0.790], [0.696, 0.560, -0.750], [-0.452, 0.467, 0.597], [0.022, 0.549, -0.300], [2.163, 0.880, 0.319], [-0.709, -1.845, -2.476], [-2.871, -0.657, 0.983], [-0.914, 1.493, 0.852], [2.416, -1.288, 0.120], [-0.292, 1.688, 0.694], [0.465, -0.112, 0.000], [0.228, 0.069, -0.351], [-0.228, 0.343, 0.127], [-0.325, 0.103, 0.559], [-0.827, -0.666, -0.494], [0.831, 0.022, -0.308], [-0.684, 0.721, -0.562], [0.335, 1.970, 0.871], [-0.556, -0.925, -1.131], [0.198, -1.095, -0.108], [0.145, -0.492, 0.802], [0.071, 0.101, 0.319], [0.316, -0.016, 0.157], [0.132, -0.123, 0.004], [-0.509, 0.495, -0.019], [-0.300, -1.036, -0.461], [0.746, 0.377, 0.608], [-0.096, 0.305, 0.128], [0.234, -0.258, -0.580], [1.358, -0.921, -0.913], [-0.518, -0.193, -1.223], [0.674, -0.707, 1.148], [0.705, 0.657, 0.030], [-1.639, 0.450, 0.130], [-0.315, -0.130, -0.105], [0.013, 0.225, 0.334], [-0.122, 0.238, -0.142], [-0.457, 0.132, 0.554], [0.617, 0.322, 0.280], [0.091, -0.542, -0.175], [-0.210, 0.615, 0.275], [-0.168, -0.087, -0.192], [0.615, 0.135, -0.704], [-0.938, 1.363, 0.252], [-0.439, 0.119, -0.601], [1.042, -1.029, -0.258], [0.282, -0.873, 1.190], [-0.536, -0.045, -0.239], [-0.611, -0.254, 0.457], [0.174, -0.262, -0.013], [-0.151, 0.163, -0.103], [0.725, 0.268, 0.226], [0.320, 0.411, 0.209], [0.153, -0.189, -0.279], [-0.632, 0.182, -0.209], [1.944, -0.395, 2.023], [-0.397, -0.817, 0.103], [-2.262, -1.538, 2.097], [-0.495, 4.324, -0.821], [0.845, -3.532, -0.822], [0.392, 0.172, 0.084], [-0.553, -0.041, -0.718], [-0.103, 0.066, -0.925], [0.078, 0.009, 1.098], [0.404, 0.472, -0.535], [0.196, 0.826, -0.071], [-0.106, 0.356, -1.140], [0.022, 0.190, -0.381], [0.835, -1.332, -1.146], [-0.876, -0.113, 1.958], [2.502, 0.704, 0.092], [-2.163, 1.320, -2.103], [0.660, -1.020, 2.532], [0.279, 0.462, 0.354], [-0.191, -0.008, -0.130], [0.510, -0.226, -0.054], [-0.028, -0.077, 0.121], [0.170, 0.025, 0.392], [-0.097, 0.475, -1.072], [-0.869, 0.242, -0.428], [-0.735, -0.459, -0.574], [0.053, -0.117, 0.837], [0.614, 0.899, -0.404], [-0.992, -1.522, 0.476], [1.198, 0.798, -0.070], [0.064, -1.166, -1.341], [-0.544, 0.385, -0.160], [-0.011, -0.207, 0.362], [0.247, -0.143, 0.151], [0.133, 0.275, 0.128], [-0.601, 0.101, 0.188], [0.095, 0.069, -0.719], [-0.835, -0.055, 0.454], [0.543, 0.720, 0.126]], "e_above_lowest_ev": 5.6345, "total_energy_ev": -79645.9924, "smiles": "O=C1CCCO1.O=C1CCCO1.O=C1CCCO1.O=C1CCCO1.O=C1CCCO1.C1CCOC1.C1CCOC1.C1CCOC1.C1CCOC1.C1CCOC1.C1CCOC1", "spin_multiplicity": 1, "mol_weight_g_mol": 863.1, "homo_ev": -9.272, "lumo_ha": 0.0098, "gap_ev": 9.5}

***

{"formula": "C8H10B2F14O4Sn", "method": "wB97M-V/def2-TZVPD", "species": ["Sn", "B", "F", "F", "F", "F", "B", "F", "F", "F", "F", "C", "C", "O", "C", "O", "C", "F", "F", "F", "H", "H", "H", "H", "H", "C", "C", "O", "C", "O", "C", "F", "F", "F", "H", "H", "H", "H", "H"], "positions_angstrom": [[6.343, -4.563, 5.590], [5.614, -1.378, 4.675], [5.042, -2.081, 3.669], [6.900, -1.737, 4.931], [5.538, -0.019, 4.421], [4.859, -1.674, 5.812], [2.720, -4.506, 4.378], [2.805, -3.652, 5.438], [2.196, -3.694, 3.408], [3.927, -5.012, 4.009], [1.942, -5.591, 4.691], [8.759, 1.864, 4.589], [7.949, 1.997, 5.897], [8.906, 1.994, 6.962], [8.561, 2.621, 8.123], [7.437, 3.164, 8.374], [9.658, 2.486, 9.250], [9.926, 3.655, 9.843], [9.206, 1.705, 10.229], [10.877, 2.054, 8.869], [9.430, 2.711, 4.443], [8.158, 1.829, 3.680], [9.424, 1.000, 4.588], [7.282, 1.136, 5.858], [7.281, 2.859, 5.896], [10.162, -1.166, 1.187], [9.347, -2.099, 1.995], [8.155, -2.461, 1.239], [7.382, -3.470, 1.665], [7.514, -3.992, 2.764], [6.338, -3.918, 0.626], [6.539, -3.328, -0.530], [6.459, -5.228, 0.388], [5.140, -3.556, 1.039], [9.643, -0.209, 1.140], [10.466, -1.591, 0.230], [11.095, -0.952, 1.708], [9.130, -1.789, 3.017], [9.943, -3.010, 2.047]], "forces_ev_per_a": [[-2.239, 2.354, -2.355], [-2.982, 2.284, 0.051], [0.361, -1.474, -1.440], [2.832, -1.990, 0.514], [0.483, 0.331, -0.046], [0.226, -0.936, 1.441], [-3.359, 1.578, 0.151], [1.363, 0.303, 2.418], [-0.298, -0.294, -1.675], [4.718, -0.946, -0.166], [-0.660, -0.916, 0.163], [0.479, 0.770, 0.141], [-0.227, -0.460, -2.314], [-0.340, 0.950, 2.238], [-4.121, 0.872, -0.200], [5.197, -2.240, -1.032], [0.799, 0.823, 0.501], [-0.648, 0.615, -0.423], [-0.245, -0.649, -0.368], [-0.863, -0.560, -0.586], [-0.002, 0.225, 0.173], [-0.408, -0.157, 0.323], [-0.243, -0.250, 0.238], [0.084, -0.228, 0.999], [0.459, 0.223, 0.275], [0.180, 1.205, 0.163], [0.469, -1.727, 0.194], [-1.124, -0.960, 0.074], [1.747, 1.067, 1.292], [-0.481, -0.113, -0.269], [0.071, 0.556, -0.322], [0.382, 0.612, -0.883], [-0.389, -0.169, 0.724], [-0.261, -0.725, 0.386], [0.095, 0.041, -0.669], [-0.457, 0.213, -0.103], [0.010, -0.123, 0.246], [-0.391, 0.235, -0.244], [-0.218, -0.343, 0.389]], "e_above_lowest_ev": 1.3130, "total_energy_ev": -61884.9480, "spin_multiplicity": 1, "mol_weight_g_mol": 576.5, "homo_ev": -10.915, "lumo_ha": -0.1836, "gap_ev": 5.9}